# 1
The following is a DFT calculation (ωB97M-V with the def2-TZVPD basis set) of H14O6S as an isolated structure in a non-equilibrium geometry.

Summary:
Charge = 0
Gap between HOMO and LUMO = 10.3 eV
HOMO energy = -10.02 eV
ΔE to the lowest compared entry with this formula, charge and spin = 117.08 kJ/mol

Element x y z (Å)
S: -3.021 -2.342 -3.733
O: 2.518 1.788 2.184
O: 2.658 -0.515 0.646
O: 0.742 3.074 0.409
O: 0.321 -1.286 -0.312
O: 0.206 0.853 3.708
O: -0.758 0.480 0.428
H: -0.208 -0.506 -0.075
H: 1.813 -0.899 0.360
H: 3.292 -1.171 0.941
H: 0.041 -1.391 -1.229
H: 1.546 2.751 0.861
H: -1.603 0.804 0.150
H: -2.873 -2.762 -5.027
H: -0.088 1.513 4.369
H: -4.323 -2.136 -3.909
H: 1.638 1.492 2.466
H: 2.764 0.965 1.735
H: -0.155 1.204 0.616
H: -0.602 0.666 3.229
H: 1.122 3.472 -0.388

---

# 2
The following is a DFT calculation (ωB97M-V with the def2-TZVPD basis set) of an isolated ion of composition C10H16BrN2 and charge +1 in a non-equilibrium geometry.

Summary:
Charge = +1
Structure (SMILES) = Br[C@]1(C[NH+]2CCCC2)C=CC=NC1
Gap between HOMO and LUMO = 9.5 eV
HOMO energy = -13.01 eV
ΔE to the lowest compared entry with this formula, charge and spin = 0.00 kJ/mol

Element x y z (Å)
Br: 1.026 -1.830 -2.239
N: 1.008 0.606 -0.218
N: -2.984 -1.096 -1.226
C: -3.009 -1.381 0.034
C: 1.624 1.368 2.015
C: -0.311 0.327 -0.984
C: 2.272 2.232 0.996
C: -0.717 -2.192 -0.087
C: -1.788 -1.341 -2.006
C: -0.537 -1.152 -1.189
C: 0.807 0.291 1.271
C: 1.522 1.924 -0.291
C: -1.887 -2.129 0.653
H: 0.688 2.589 -0.428
H: 2.129 1.957 -1.167
H: -0.345 0.330 1.594
H: -1.053 0.783 -0.390
H: 0.023 -2.809 0.147
H: -2.116 -2.621 1.539
H: 2.247 3.281 1.245
H: 0.907 1.955 2.481
H: 3.343 2.024 0.921
H: -3.930 -1.184 0.496
H: 2.350 1.030 2.756
H: 1.007 -0.781 1.564
H: 1.725 -0.065 -0.642
H: -0.190 0.839 -1.855
H: -2.103 -0.565 -2.667
H: -1.706 -2.388 -2.325

---

# 3
The following is a DFT calculation (ωB97M-V with the def2-TZVPD basis set) of one molecule with the formula C4H5NO in a non-equilibrium geometry.

Summary:
Charge = 0
Structure (SMILES) = O=C1C[C@H]2N[C@@H]12
Gap between HOMO and LUMO = 10.4 eV
HOMO energy = -9.45 eV
ΔE to the lowest compared entry with this formula, charge and spin = 369.82 kJ/mol

Element x y z (Å)
O: -0.426 -2.107 0.732
N: 1.410 0.216 0.213
C: -0.960 0.394 0.388
C: 0.666 -0.382 -0.882
C: -0.262 -0.991 0.320
C: 0.233 0.929 -0.376
H: 0.905 -0.324 1.125
H: 0.376 1.947 -0.732
H: -1.235 0.851 1.341
H: 1.078 -0.788 -1.816
H: -1.846 0.271 -0.248

---

# 4
The following is a DFT calculation (ωB97M-V with the def2-TZVPD basis set) of a 2-piece molecular cluster, C17H28BN3O5S overall in a non-equilibrium geometry.

Summary:
Charge = 0
Structure (SMILES) = NB(O)c1cc2c(cc1CCO)C(=O)N(CCCS)C2=O.COC[C@@H](C)N
Gap between HOMO and LUMO = 7.4 eV
HOMO energy = -8.79 eV

Element x y z (Å)
S: -5.817 2.600 3.073
O: 2.522 0.183 -2.482
O: -3.084 -2.742 2.747
O: 2.822 -0.203 4.519
O: 1.350 2.903 2.232
O: -3.361 0.295 -1.361
N: -3.525 -0.984 0.876
N: 2.436 -2.694 -2.747
N: 4.191 -1.145 2.496
C: -1.312 -0.069 0.405
C: 2.636 1.613 0.409
C: 1.705 -1.846 -3.701
C: 1.355 0.651 0.880
C: -6.468 0.971 2.362
C: -5.027 -0.936 0.992
C: 2.330 3.094 1.114
C: 3.419 0.805 -3.389
C: -1.234 -1.065 1.711
C: -2.850 -0.169 -0.202
C: 2.481 -1.796 -5.012
C: -0.017 0.822 -0.052
C: 1.401 -0.453 -3.101
C: -5.695 0.558 0.949
C: -2.741 -1.762 1.907
C: 0.141 -1.244 2.582
C: 1.496 -0.361 2.163
B: 2.878 -0.564 3.067
H: 3.942 1.605 -2.858
H: 2.577 1.724 -0.776
H: 3.547 -1.595 -4.868
H: -6.721 3.645 2.784
H: 2.412 -2.758 -5.532
H: -5.457 -1.553 0.065
H: 2.077 -1.028 -5.681
H: 0.194 -1.954 3.513
H: 0.941 0.213 -3.843
H: 2.903 1.240 -4.250
H: 0.660 -0.584 -2.303
H: 3.673 1.162 0.717
H: -4.964 1.429 0.678
H: 4.912 -0.363 2.494
H: 0.742 -2.325 -3.915
H: -6.445 0.087 3.147
H: 4.566 -1.804 3.241
H: 3.282 3.573 1.599
H: 1.852 -0.404 4.761
H: -0.080 1.555 -0.961
H: 1.849 2.564 3.057
H: 1.792 3.762 0.318
H: 3.240 -2.154 -2.414
H: -7.620 1.161 2.118
H: 4.173 0.088 -3.715
H: -6.531 0.538 0.115
H: -5.412 -1.470 1.982
H: 1.863 -2.813 -1.909

---

# 5
The following is a DFT calculation (ωB97M-V with the def2-TZVPD basis set) of a 2-piece molecular cluster, C5H15NO2 overall in a non-equilibrium geometry.

Summary:
Charge = 0
Structure (SMILES) = CNCC[C@H](C)O.O
Gap between HOMO and LUMO = 8.9 eV
HOMO energy = -8.37 eV
ΔE to the lowest compared entry with this formula, charge and spin = 131.55 kJ/mol

Element x y z (Å)
O: -0.361 1.454 -1.703
O: 0.078 2.326 1.956
N: 1.325 -1.901 0.930
C: 2.191 -0.813 1.328
C: 0.007 -1.513 0.497
C: -0.062 -0.763 -0.858
C: -1.028 0.420 -0.913
C: -2.325 0.131 -1.632
H: -0.456 -0.934 1.300
H: -3.019 -0.500 -1.077
H: 0.545 2.400 2.791
H: 1.912 -0.497 2.340
H: -0.297 -1.474 -1.651
H: 0.622 2.657 1.239
H: -1.176 0.820 0.089
H: 0.954 -0.411 -1.003
H: -2.116 -0.451 -2.537
H: 3.241 -1.090 1.328
H: 1.754 -2.616 0.366
H: 2.044 0.095 0.726
H: -0.379 2.284 -1.236
H: -0.616 -2.414 0.473
H: -2.820 1.029 -1.996

---

# 6
The following is a DFT calculation (ωB97M-V with the def2-TZVPD basis set) of a 7-piece molecular cluster, C12H36N9O13P overall in a non-equilibrium geometry.

Summary:
Charge = -1
<S²> = 0.75
Gap between HOMO and LUMO (alpha / beta) = 3.2 / 7.0 eV
HOMO energy (alpha / beta) = -1.29 / -5.03 eV
Spin multiplicity = 2

Element x y z (Å)
P: 0.416 -2.542 5.091
O: 5.820 2.436 -3.483
O: 2.690 -2.103 -7.499
O: 4.675 1.013 -2.333
O: -0.998 5.099 -2.446
O: 1.000 -0.777 -3.222
O: 4.727 -1.466 -7.393
O: 0.243 0.715 -7.795
O: -2.661 5.815 -3.522
O: -2.210 1.747 0.074
O: 1.636 -3.146 5.711
O: 0.199 1.130 -2.899
O: -0.741 -0.526 -6.333
O: -1.365 1.076 1.924
N: 3.555 -1.343 -7.140
N: -2.144 1.736 1.277
N: 0.060 -0.946 5.593
N: -0.472 0.573 -6.818
N: 0.358 -0.039 -2.476
N: -1.984 4.919 -3.069
N: 0.502 -2.397 3.403
N: 4.791 1.928 -3.109
N: -1.096 -3.363 5.348
C: 3.481 2.487 -3.514
C: 0.460 -0.415 6.897
C: -2.354 -3.026 4.664
C: -0.076 -0.460 -1.087
C: 1.479 -1.473 2.782
C: -2.305 3.452 -3.398
C: -1.392 -4.074 6.589
C: -0.211 -3.220 2.448
C: -0.988 -0.181 4.943
C: -3.217 2.463 2.000
C: -1.204 1.745 -6.329
C: 3.207 -0.170 -6.168
H: -0.711 -4.925 6.573
H: -2.985 -3.879 4.416
H: 3.402 3.443 -2.995
H: 3.121 0.759 -6.732
H: -0.366 -0.521 7.601
H: -0.975 -0.532 3.911
H: 4.042 -0.025 -5.484
H: -1.038 -2.612 2.082
H: 1.671 -0.712 3.539
H: -1.374 2.887 -3.361
H: -2.907 -2.411 5.374
H: -1.193 -3.450 7.460
H: -2.233 -2.418 3.768
H: 0.375 -1.415 -0.816
H: -2.757 3.438 -4.390
H: -1.156 -0.586 -1.163
H: -2.046 1.930 -6.996
H: -3.320 2.015 2.988
H: -3.026 3.134 -2.645
H: 0.971 -1.089 1.898
H: -2.950 3.512 2.132
H: 2.310 -2.125 2.515
H: 0.030 0.358 -0.375
H: 1.269 -1.027 7.296
H: -0.577 2.633 -6.407
H: 3.491 2.634 -4.594
H: 0.805 0.617 6.827
H: -2.423 -4.427 6.591
H: 0.379 -3.314 1.536
H: -1.961 -0.424 5.370
H: 2.716 1.832 -3.095
H: -1.330 1.505 -5.274
H: -0.491 -4.203 2.826
H: 2.307 -0.469 -5.631
H: -4.166 2.317 1.483
H: -0.780 0.882 5.061

---

# 7
The following is a DFT calculation (ωB97M-V with the def2-TZVPD basis set) of one molecule with the formula C6H7O2 in a non-equilibrium geometry.

Summary:
Charge = 0
<S²> = 0.79
Gap between HOMO and LUMO (alpha / beta) = 7.7 / 8.5 eV
HOMO energy (alpha / beta) = -6.91 / -8.84 eV
Spin multiplicity = 2
ΔE to the lowest compared entry with this formula, charge and spin = 0.00 kJ/mol

Element x y z (Å)
O: -0.990 1.302 -1.676
O: -1.333 1.231 1.078
C: -1.085 0.039 0.301
C: 0.992 -1.157 0.983
C: 1.709 -0.588 -0.094
C: -0.333 -0.906 1.179
C: 1.063 0.229 -1.028
C: -0.295 0.453 -0.906
H: 1.623 0.742 -1.818
H: -0.502 1.470 -2.501
H: 2.777 -0.780 -0.190
H: -2.017 -0.444 -0.048
H: 1.510 -1.822 1.680
H: -2.262 1.499 0.972
H: -0.858 -1.268 2.067

---

# 8
The following is a DFT calculation (ωB97M-V with the def2-TZVPD basis set) of a 2-piece molecular cluster, C3H10BN overall in a non-equilibrium geometry.

Summary:
Charge = 0
Gap between HOMO and LUMO (alpha / beta) = 8.1 / 7.6 eV
HOMO energy (alpha / beta) = -7.67 / -6.84 eV
ΔE to the lowest compared entry with this formula, charge and spin = 444.41 kJ/mol

Element x y z (Å)
N: 1.130 2.010 1.088
C: -1.274 2.011 -0.146
C: 0.775 -1.646 -0.065
C: 0.163 -2.493 -1.058
B: 0.122 1.386 0.341
H: 1.848 -1.469 -0.074
H: -1.726 2.435 0.687
H: -0.249 -3.449 -0.675
H: -0.686 -1.987 -1.610
H: 1.427 2.980 1.492
H: 0.980 -2.597 -1.772
H: 1.815 1.393 1.378
H: 0.450 -1.834 0.845
H: -2.004 1.234 -0.556
H: -1.196 2.702 -0.898

---

# 9
The following is a DFT calculation (ωB97M-V with the def2-TZVPD basis set) of C28H29N3NbSi as an isolated structure in a non-equilibrium geometry.

Summary:
Charge = +3
Gap between HOMO and LUMO (alpha / beta) = 7.2 / 7.2 eV
HOMO energy (alpha / beta) = -16.90 / -16.87 eV
ΔE to the lowest compared entry with this formula, charge and spin = 0.00 kJ/mol

Element x y z (Å)
Nb: -0.775 -0.934 0.790
Si: 0.400 0.920 -1.668
N: -0.367 1.258 2.553
N: -1.615 -0.675 2.935
N: 1.120 -0.450 1.934
C: -2.061 -2.414 -0.342
C: 2.274 -2.312 -4.477
C: -0.862 3.368 -2.286
C: 0.969 0.745 2.530
C: 1.077 -0.443 -2.729
C: -2.144 1.349 -2.774
C: -0.719 -2.461 -0.836
C: 2.393 1.898 -1.440
C: 2.625 -2.291 -3.122
C: 3.272 0.875 3.115
C: -1.301 0.554 3.375
C: -2.315 0.203 5.508
C: 3.413 -0.415 2.586
C: -2.157 -1.533 3.840
C: -2.027 -2.705 1.051
C: -3.030 3.536 -3.349
C: -3.172 2.143 -3.295
C: -1.734 1.076 4.587
C: -2.482 -1.129 5.125
C: 2.009 1.463 3.094
C: 2.335 -1.068 2.013
C: 0.647 -0.557 -4.069
C: 2.042 -1.361 -2.258
C: 0.158 -2.792 0.256
C: -0.649 -2.950 1.436
C: -0.952 1.962 -2.339
C: 1.271 -1.456 -4.943
C: -1.887 4.148 -2.820
H: 4.123 1.409 3.540
H: -1.553 2.132 4.790
H: 0.962 -1.478 -5.991
H: -2.884 -1.874 5.811
H: -2.913 -2.865 1.652
H: -0.176 0.072 -4.428
H: -2.953 -2.211 -0.931
H: -1.786 5.234 -2.807
H: 2.385 -2.081 1.609
H: 1.223 2.102 -1.161
H: -4.087 1.669 -3.651
H: 0.007 3.841 -1.817
H: -3.822 4.147 -3.784
H: -2.318 -2.563 3.525
H: 2.851 2.630 -0.761
H: -2.630 0.545 6.495
H: 2.772 -2.997 -5.163
H: -2.264 0.264 -2.683
H: 2.601 2.220 -2.469
H: -0.335 2.228 2.859
H: -0.153 0.634 -0.231
H: -0.421 -2.346 -1.873
H: 4.376 -0.920 2.612
H: 2.338 -1.360 -1.202
H: 3.354 -3.001 -2.725
H: -0.299 -3.344 2.384
H: 2.864 0.933 -1.251
H: 1.769 2.449 3.502
H: 1.214 -3.019 0.170

---

# 10
The following is a DFT calculation (ωB97M-V with the def2-TZVPD basis set) of a 3-piece molecular cluster, CHNOS2 overall in a non-equilibrium geometry.

Summary:
Charge = 0
Gap between HOMO and LUMO (alpha / beta) = 7.3 / 7.3 eV
HOMO energy (alpha / beta) = -8.50 / -8.50 eV
ΔE to the lowest compared entry with this formula, charge and spin = 366.05 kJ/mol

Element x y z (Å)
S: 1.123 -1.536 -1.030
S: -0.804 0.240 0.379
O: 1.502 0.705 0.477
N: -1.507 -0.990 0.223
C: 1.564 -0.302 -0.178
H: -1.878 1.883 0.129

---

# 11
The following is a DFT calculation (ωB97M-V with the def2-TZVPD basis set) of C12H24BrIMgO12 as an isolated structure in a non-equilibrium geometry.

Summary:
Charge = 0
Gap between HOMO and LUMO = 7.2 eV
HOMO energy = -7.07 eV
ΔE to the lowest compared entry with this formula, charge and spin = 0.00 kJ/mol

Element x y z (Å)
I: -2.084 3.322 0.288
Br: 1.800 2.401 1.377
Mg: -0.171 1.215 0.440
O: -0.934 0.529 2.094
O: 0.923 -0.452 0.192
O: 0.519 1.661 -1.429
O: -2.075 -2.283 -0.839
O: -2.868 -0.776 -2.131
O: 1.420 0.980 -3.450
O: 2.210 -1.805 -1.218
O: 2.662 -1.789 0.943
O: -0.975 0.534 4.437
O: -1.574 -0.055 -0.465
O: 1.939 2.958 -2.785
O: -2.765 -0.080 3.323
C: 0.750 -0.228 -3.473
C: 2.508 -1.418 2.297
C: -1.285 -2.664 0.228
C: -1.502 0.363 3.195
C: 3.179 -2.801 -1.503
C: -2.110 -0.957 -1.119
C: 1.224 1.849 -2.446
C: -3.709 -0.144 2.263
C: 1.874 -1.262 0.008
C: 1.866 4.100 -1.967
C: 0.383 0.985 4.500
C: -3.176 0.492 -2.736
H: 4.060 -2.726 -0.866
H: -3.499 -1.003 1.626
H: 0.395 2.063 4.335
H: 2.946 -0.443 2.507
H: 2.635 -3.745 -1.551
H: 0.993 0.352 3.856
H: 2.311 3.895 -0.993
H: -0.036 -0.195 -4.228
H: 0.854 4.464 -1.790
H: 3.625 -2.592 -2.475
H: -3.669 0.343 -3.697
H: -2.307 1.144 -2.825
H: -3.979 0.998 -2.202
H: 0.872 0.755 5.446
H: 1.460 -1.030 -3.673
H: 2.932 -2.167 2.967
H: -4.732 -0.192 2.635
H: 1.474 -1.385 2.641
H: -0.306 -2.956 -0.154
H: -1.780 -3.521 0.686
H: -1.306 -1.873 0.978
H: -3.721 0.796 1.711
H: 2.483 4.882 -2.407
H: 0.266 -0.541 -2.548

---

# 12
The following is a DFT calculation (ωB97M-V with the def2-TZVPD basis set) of an isolated ion of composition C2H4O4P2 and charge -2 in a non-equilibrium geometry.

Summary:
Charge = -2
Structure (SMILES) = [O-]P(O)[C@@H]1C=[P@]1([O-])O
Gap between HOMO and LUMO = 5.5 eV
HOMO energy = 1.32 eV
ΔE to the lowest compared entry with this formula, charge and spin = 213.00 kJ/mol

Element x y z (Å)
P: 1.815 0.533 -0.086
P: -1.125 1.558 0.091
O: -1.685 0.134 0.826
O: 3.210 1.060 -0.203
O: 1.328 0.793 1.531
O: -2.213 1.917 -0.839
C: 0.304 0.872 -1.071
C: 1.150 -0.527 -1.357
H: -0.911 -0.405 0.777
H: 0.350 1.441 -1.968
H: 0.632 -1.505 -1.147
H: 1.043 1.717 1.708